{
  "formula": "C18H42CaFN6O6",
  "method": "ωB97M-V/def2-TZVPD",
  "elements": ["Ca", "F", "O", "O", "O", "O", "O", "O", "N", "N", "N", "N", "N", "N", "C", "C", "C", "C", "C", "C", "C", "C", "C", "C", "C", "C", "C", "C", "C", "C", "C", "C", "H", "H", "H", "H", "H", "H", "H", "H", "H", "H", "H", "H", "H", "H", "H", "H", "H", "H", "H", "H", "H", "H", "H", "H", "H", "H", "H", "H", "H", "H", "H", "H", "H", "H", "H", "H", "H", "H", "H", "H", "H", "H"],
  "xyz": [[-36.508315, -25.662215, -14.282701], [-36.663739, -24.945281, -12.080667], [-37.261900, -23.988595, -15.811676], [-38.725885, -25.681770, -14.218952], [-37.392842, -27.957983, -14.081188], [-36.091117, -26.702885, -16.341821], [-34.751275, -26.935380, -13.389105], [-34.646031, -24.419074, -14.624899], [-33.418505, -22.992294, -13.420513], [-38.000096, -29.859392, -15.131012], [-34.636736, -27.785269, -17.674637], [-39.012963, -23.921364, -17.259364], [-40.499527, -24.818640, -13.140910], [-32.850870, -28.135876, -13.260420], [-32.256548, -27.722812, -14.521571], [-37.387970, -29.178413, -14.145396], [-34.948215, -29.094584, -17.086737], [-39.929599, -25.664160, -14.006547], [-38.586381, -29.207481, -16.301576], [-36.618492, -30.040401, -13.178841], [-34.686047, -22.074054, -15.258592], [-39.738134, -23.910376, -12.309007], [-33.997769, -27.666092, -12.754913], [-38.691318, -25.155775, -17.959080], [-32.783424, -24.044716, -12.617130], [-38.678331, -22.087241, -15.730066], [-34.252988, -23.272116, -14.431250], [-40.881047, -26.669943, -14.626146], [-34.271359, -27.937044, -11.289287], [-35.217847, -26.673504, -17.202486], [-38.245211, -23.427469, -16.289788], [-34.727855, -25.372252, -17.805431], [-33.886295, -27.759148, -18.340240], [-41.920580, -26.454207, -14.380024], [-33.995656, -28.967744, -11.053530], [-39.602852, -22.268141, -15.173003], [-37.733992, -30.817634, -15.275599], [-40.886142, -26.584423, -15.718171], [-33.568405, -24.580313, -12.085594], [-35.223800, -21.435721, -14.556313], [-39.413774, -23.048094, -12.897154], [-35.863645, -30.610538, -13.723598], [-35.196769, -24.486284, -17.396119], [-35.293622, -27.733250, -10.987185], [-34.984146, -28.976674, -16.003586], [-35.315042, -22.391289, -16.081382], [-32.500271, -28.441049, -15.305645], [-33.645119, -27.243909, -10.723717], [-39.588470, -25.541950, -18.446511], [-39.675145, -29.242632, -16.296936], [-34.980953, -25.421827, -18.868990], [-31.178303, -27.649072, -14.406030], [-41.479446, -24.958941, -12.982426], [-40.595161, -27.695585, -14.408900], [-35.880603, -29.463602, -17.503887], [-32.951446, -22.101828, -13.476031], [-39.782845, -23.423997, -17.667029], [-38.791000, -24.391195, -12.035489], [-32.074854, -23.640199, -11.903114], [-36.142393, -29.393699, -12.447469], [-32.276870, -28.684837, -12.642081], [-38.206698, -29.743762, -17.170091], [-32.654168, -26.750185, -14.808877], [-37.908153, -21.701212, -15.072490], [-40.292925, -23.614310, -11.426386], [-38.276315, -28.164518, -16.323155], [-37.239143, -30.742215, -12.621689], [-38.403438, -25.987626, -17.316619], [-33.825615, -21.528971, -15.645871], [-38.972038, -21.334395, -16.463718], [-34.120543, -29.771815, -17.286453], [-32.288387, -24.693840, -13.341055], [-33.643942, -25.330524, -17.697400], [-37.923804, -24.987575, -18.714748]],
  "forces_ev_per_angstrom": [[-0.088, -0.082, 1.826], [0.048, -0.129, -1.034], [-0.224, -0.062, -0.724], [-0.780, 0.325, -0.466], [-0.239, -0.489, 0.075], [0.050, -0.614, -0.269], [0.539, -0.629, -0.467], [0.380, 0.232, -0.376], [0.629, 0.387, 0.183], [-0.418, 0.041, -0.781], [-0.048, -0.935, 0.416], [0.075, -1.348, -0.646], [-0.329, -0.166, -0.063], [0.721, -0.395, 0.159], [-0.467, -0.032, 0.014], [0.550, 0.215, 0.118], [0.487, 0.640, 0.001], [-0.445, -0.616, 0.445], [0.217, -0.105, 0.269], [0.129, 0.095, 0.409], [0.179, -0.339, 0.424], [1.060, -0.022, -0.327], [-1.106, 1.210, 0.515], [-0.321, -0.596, -0.194], [-0.676, -0.011, -0.733], [-0.630, -0.140, -0.010], [0.189, 0.182, 0.052], [-0.288, 0.483, -0.917], [0.503, -0.343, -0.159], [0.200, 1.093, -0.020], [0.101, 1.341, 0.733], [0.004, -0.554, -0.544], [-0.036, 0.377, -0.096], [0.039, -0.299, 0.415], [0.024, 0.098, 0.268], [0.167, 0.022, 0.290], [-0.111, -0.118, 0.340], [0.423, 0.076, 0.034], [0.036, -0.150, -0.038], [-0.156, 0.205, -0.304], [-0.315, 0.220, 0.167], [0.048, -0.014, 0.067], [-0.089, -0.199, 0.376], [-0.119, 0.037, -0.399], [-0.406, -0.048, -0.001], [-0.132, -0.004, 0.090], [0.133, 0.033, -0.111], [0.099, -0.151, 0.085], [-0.026, 0.378, -0.193], [-0.021, -0.132, 0.047], [0.242, 0.140, -0.051], [0.020, -0.054, -0.028], [-0.092, 0.188, 0.144], [0.009, 0.059, 0.322], [-0.034, -0.243, 0.216], [-0.119, 0.071, 0.218], [0.055, 0.516, 0.374], [-0.049, -0.077, 0.229], [0.005, 0.249, -0.119], [0.067, -0.003, -0.103], [-0.020, 0.006, -0.013], [-0.187, 0.222, -0.217], [-0.063, 0.005, 0.058], [-0.034, -0.004, 0.057], [-0.133, 0.018, -0.077], [0.133, -0.046, -0.013], [-0.169, -0.022, -0.211], [0.359, 0.473, 0.386], [0.031, 0.027, 0.062], [0.313, -0.151, -0.242], [-0.125, -0.081, -0.277], [0.168, -0.361, 0.407], [0.000, 0.198, -0.093], [0.064, -0.096, 0.022]],
  "lowdin_charge": [1.45, -0.67, -0.08, -0.12, -0.04, -0.08, -0.09, -0.11, 0.03, 0.03, 0.04, 0.05, 0.03, 0.03, -0.05, -0.52, -0.04, -0.50, -0.05, 0.03, 0.02, -0.04, -0.53, -0.05, -0.03, 0.02, -0.51, 0.03, 0.01, -0.51, -0.52, 0.02, 0.14, 0.08, 0.08, 0.08, 0.13, 0.08, 0.09, 0.10, 0.07, 0.09, 0.06, 0.09, 0.08, 0.06, 0.07, 0.09, 0.09, 0.08, 0.09, 0.09, 0.13, 0.08, 0.08, 0.14, 0.14, 0.06, 0.09, 0.06, 0.14, 0.08, 0.07, 0.08, 0.09, 0.06, 0.09, 0.06, 0.09, 0.09, 0.09, 0.08, 0.09, 0.09],
  "orbital_gap_ha": 0.33473,
  "e_above_lowest_ev": 0.890,
  "homo_energy_ev": -10.769,
  "fmax_ev_per_a": 1.8,
  "charge": 1
}